DFT (ωB97M-V with the def2-TZVPD basis set) results for a cluster of 2 separate species, C6H16N2O in total.

Last column: natural (NBO) charge in e.
Positions of all 25 atoms, in Å:
C (-1.6569, 0.3554, -0.1609)  -0.04
C (-1.4379, -0.2901, 1.2035)  -0.62
C (-2.1728, -0.6828, -1.1636)  -0.63
N (-2.5358, 1.5073, -0.0013)  -0.83
C (1.5073, -0.9798, -0.9465)  0.53
O (1.1448, -2.1111, -0.7200)  -0.63
H (-3.4329, 1.2038, 0.3658)  0.35
H (-2.7083, 1.9443, -0.9010)  0.35
H (1.3894, -0.5093, -1.9407)  0.11
H (-2.3759, -0.6904, 1.5831)  0.20
H (-1.4575, -1.4951, -1.2602)  0.23
H (-0.7229, -1.1032, 1.1199)  0.22
H (-1.0690, 0.4483, 1.9107)  0.21
H (-3.1226, -1.0951, -0.8256)  0.20
H (-2.3206, -0.2313, -2.1440)  0.20
C (2.3336, -0.5960, 1.2902)  -0.43
C (2.4463, 1.2018, -0.3690)  -0.40
N (2.0909, -0.1572, -0.0631)  -0.43
H (-0.6995, 0.7481, -0.5272)  0.17
H (2.2496, 1.4103, -1.4189)  0.21
H (1.7652, 0.0117, 1.9973)  0.20
H (2.0182, -1.6347, 1.3672)  0.25
H (3.3968, -0.5195, 1.5279)  0.20
H (3.5076, 1.3696, -0.1680)  0.20
H (1.8632, 1.8950, 0.2443)  0.20

Atomic forces in eV per Å
-0.061 -0.293 -0.011
0.157 0.238 -0.313
0.246 0.245 0.130
-0.085 0.217 -0.008
-0.048 0.206 -0.533
-0.179 -0.454 0.049
0.006 0.053 -0.059
-0.076 -0.026 0.081
-0.019 -0.018 0.036
-0.135 -0.078 0.060
0.059 -0.169 -0.066
0.072 -0.162 0.046
0.040 0.055 0.116
-0.113 -0.031 0.038
-0.044 0.016 -0.090
-0.036 -0.215 0.088
0.000 0.130 -0.066
0.210 0.180 0.423
-0.030 -0.068 0.057
-0.003 0.019 -0.023
0.011 0.006 0.028
0.031 0.062 0.072
-0.005 0.017 0.023
-0.024 0.039 -0.038
0.025 0.035 -0.042

## Properties
Gap between HOMO and LUMO, eV: 10.013
Energy, a.u.: -422.9623
Multiplicity: 1
Highest occupied orbital energy, eV: -9.192
LUMO energy, eV: 0.821